{"formula": "C49H50GeN3O3PtTe", "method": "ωB97M-V/def2-TZVPD", "charge": 0, "s2": 0.757, "gap_ev": [6.5538, 6.9759], "mol_weight_g_mol": 1124.245, "relative_energy_kcal_mol": 0.00, "spin_multiplicity": 2, "species": ["Pt", "C", "C", "O", "C", "C", "C", "N", "N", "C", "O", "C", "C", "C", "C", "C", "C", "H", "H", "H", "H", "H", "H", "H", "H", "H", "H", "H", "H", "Ge", "C", "C", "C", "C", "C", "C", "C", "C", "C", "C", "C", "C", "H", "H", "H", "H", "H", "H", "H", "H", "H", "H", "H", "C", "C", "C", "C", "C", "C", "Te", "N", "C", "O", "C", "C", "C", "C", "C", "C", "C", "C", "C", "C", "C", "C", "C", "C", "C", "C", "C", "C", "H", "H", "H", "H", "H", "H", "H", "H", "H", "H", "H", "H", "H", "H", "H", "H", "H", "H", "H", "H", "H", "H", "H", "H", "H", "H", "H"], "xyz": [[-0.439026, 2.163653, -0.537251], [-4.564109, 3.117945, -0.410707], [-3.069494, 3.308541, -0.463184], [-2.424352, 2.187992, -0.462057], [-2.557830, 4.591287, -0.498967], [-1.194827, 5.011058, -0.542740], [-0.870969, 6.471368, -0.621122], [-0.224044, 4.147878, -0.517654], [1.099806, 4.575312, -0.559255], [1.913529, 3.567883, -0.627150], [1.544567, 2.303248, -0.628578], [3.372915, 3.809352, -0.715760], [4.251074, 2.736568, -0.831025], [5.617065, 2.962111, -0.915529], [6.112804, 4.256875, -0.886581], [5.237255, 5.330084, -0.776679], [3.873517, 5.109423, -0.691678], [-4.796297, 2.057174, -0.458991], [-5.047618, 3.636339, -1.239487], [-4.964702, 3.523837, 0.519291], [-3.292358, 5.384542, -0.505638], [-1.781032, 7.064868, -0.587748], [-0.327577, 6.683740, -1.542417], [-0.212642, 6.753603, 0.200291], [3.857627, 1.729940, -0.864878], [6.295041, 2.123083, -1.005833], [7.179105, 4.431729, -0.951540], [5.620534, 6.342173, -0.756607], [3.181340, 5.935366, -0.604582], [-0.245036, 2.131436, 1.858068], [-1.985936, 1.764321, 2.631898], [-2.905791, 2.804429, 2.764809], [-4.160296, 2.572058, 3.308713], [-4.505082, 1.295538, 3.733099], [-3.593839, 0.256541, 3.616435], [-2.340507, 0.490710, 3.066358], [1.089674, 0.912381, 2.573385], [0.946199, 0.573685, 3.919170], [1.861877, -0.263490, 4.541596], [2.936277, -0.766640, 3.824343], [3.093985, -0.426650, 2.488063], [2.175652, 0.406041, 1.862583], [0.120845, 3.580048, 2.237560], [-2.642099, 3.805703, 2.439715], [-4.867481, 3.386273, 3.408675], [-5.482723, 1.112830, 4.161073], [-3.860530, -0.738504, 3.950777], [-1.633815, -0.327621, 2.976464], [0.105085, 0.951637, 4.490750], [1.733134, -0.523009, 5.584771], [3.650188, -1.423707, 4.304518], [3.934395, -0.815313, 1.928781], [2.300755, 0.665895, 0.818306], [3.455580, -7.042463, 1.937531], [2.658024, -5.829553, 1.543093], [3.228897, -4.795203, 0.821780], [2.500857, -3.668315, 0.439144], [3.207102, -2.652985, -0.419334], [1.157393, -3.584145, 0.806453], [-0.033243, -1.828948, 0.380200], [-0.437385, 0.149712, -0.882567], [0.246275, -0.040183, -2.022111], [0.872706, -1.062678, -2.342319], [0.229405, 1.116369, -2.998761], [-0.941947, 1.848955, -3.204265], [-0.923597, 2.992765, -4.003220], [0.260857, 3.406620, -4.584003], [1.422401, 2.654449, -4.407097], [1.404660, 1.509602, -3.633531], [-1.463572, -2.798610, -0.849196], [-1.137676, -3.760625, -1.812846], [0.256478, -4.200179, -2.165117], [-2.180951, -4.364536, -2.516636], [-3.510532, -4.045964, -2.306276], [-4.608304, -4.722033, -3.080396], [-3.802288, -3.070738, -1.362223], [-2.804773, -2.439732, -0.632635], [-3.209712, -1.400193, 0.375598], [0.553962, -4.615978, 1.540847], [-0.901706, -4.600918, 1.930920], [1.316856, -5.721649, 1.891992], [4.507676, -6.922926, 1.681695], [3.086277, -7.935617, 1.430038], [3.385868, -7.225797, 3.010848], [4.273606, -4.861864, 0.534889], [4.220134, -2.480605, -0.052457], [2.684800, -1.701052, -0.480857], [3.290354, -3.021741, -1.444366], [-1.876211, 1.478849, -2.800849], [-1.837661, 3.550625, -4.163011], [0.286639, 4.304430, -5.188063], [2.345708, 2.973666, -4.873645], [2.299873, 0.921547, -3.478962], [0.954368, -3.367569, -2.145499], [0.256223, -4.618030, -3.171808], [0.615274, -4.972152, -1.481649], [-1.929516, -5.105883, -3.267581], [-4.202006, -5.405515, -3.824908], [-5.232489, -3.990587, -3.596325], [-5.259345, -5.294825, -2.417195], [-4.834719, -2.783931, -1.190977], [-4.265185, -1.151255, 0.264919], [-2.640510, -0.477452, 0.258581], [-3.057848, -1.765883, 1.394470], [-1.228977, -3.616654, 2.271395], [-1.084859, -5.311260, 2.736390], [-1.537246, -4.872562, 1.084466], [0.849810, -6.520361, 2.459557]], "atomic_forces_ev_per_a": [[0.1, 0.1, 0.0], [0.0, 0.1, 0.0], [-0.1, 0.0, 0.0], [0.0, -0.2, -0.1], [0.1, 0.0, 0.0], [-0.1, 0.0, 0.1], [0.0, 0.0, 0.0], [0.2, -0.2, 0.0], [0.0, -0.1, -0.1], [-0.1, 0.1, 0.0], [0.0, 0.1, 0.0], [0.0, 0.1, 0.0], [0.0, 0.0, 0.0], [0.0, 0.0, 0.0], [0.0, 0.0, 0.0], [0.0, 0.0, 0.0], [0.0, 0.0, 0.0], [0.0, 0.0, 0.0], [0.0, 0.0, 0.0], [0.0, 0.0, 0.0], [0.0, 0.0, 0.0], [0.0, 0.0, 0.0], [0.0, 0.0, 0.0], [0.0, 0.0, 0.0], [0.0, 0.0, 0.0], [0.0, 0.0, 0.0], [0.0, 0.0, 0.0], [0.0, 0.0, 0.0], [0.0, 0.0, 0.0], [0.0, 0.1, 0.4], [0.0, 0.0, 0.0], [0.0, 0.0, 0.0], [0.0, 0.0, 0.0], [0.0, 0.0, 0.0], [0.0, 0.0, 0.0], [0.0, 0.0, 0.0], [0.0, 0.0, 0.0], [0.0, 0.0, 0.0], [0.0, 0.0, 0.0], [0.0, 0.0, 0.0], [0.0, 0.0, 0.0], [0.0, 0.0, 0.0], [0.0, 0.0, -0.1], [0.0, 0.0, 0.0], [0.0, 0.0, 0.0], [0.0, 0.0, 0.0], [0.0, 0.0, 0.0], [0.0, 0.0, 0.0], [0.0, 0.0, 0.0], [0.0, 0.0, 0.0], [0.0, 0.0, 0.0], [0.0, 0.0, 0.0], [0.0, 0.0, 0.0], [0.0, 0.0, 0.0], [0.0, 0.0, 0.0], [0.0, 0.0, 0.0], [0.0, -0.1, 0.0], [0.0, 0.1, 0.0], [0.0, -0.1, -0.1], [-0.2, 0.3, 0.1], [0.4, -0.1, -0.2], [0.0, -0.4, -0.1], [0.0, 0.0, 0.0], [-0.1, 0.1, 0.1], [0.0, -0.1, -0.2], [0.0, 0.0, 0.0], [0.0, 0.0, 0.0], [0.0, 0.0, 0.0], [0.0, 0.0, 0.1], [0.1, 0.0, 0.0], [-0.1, 0.0, 0.0], [0.1, 0.0, 0.1], [0.0, 0.0, 0.0], [0.0, 0.0, 0.0], [0.0, 0.0, 0.0], [0.0, 0.0, 0.0], [0.0, 0.0, 0.0], [0.0, 0.0, 0.0], [0.0, -0.1, 0.0], [0.0, 0.0, 0.0], [0.0, 0.0, 0.0], [0.0, 0.0, 0.0], [0.0, 0.0, 0.0], [0.0, 0.0, 0.0], [0.0, 0.0, 0.0], [0.0, 0.0, 0.0], [-0.1, 0.1, 0.0], [0.0, 0.0, 0.0], [0.0, 0.0, 0.1], [0.0, 0.0, 0.0], [0.0, 0.0, 0.0], [0.0, 0.0, 0.0], [0.0, 0.0, 0.0], [0.0, 0.1, 0.0], [0.0, 0.0, 0.0], [0.0, 0.0, 0.0], [0.0, 0.0, 0.0], [0.0, 0.0, 0.0], [0.0, 0.0, 0.0], [0.0, 0.0, 0.0], [0.0, 0.0, 0.0], [0.0, 0.0, 0.0], [0.0, 0.0, 0.0], [0.0, 0.0, 0.0], [0.0, 0.0, 0.0], [0.0, 0.0, 0.0], [0.0, 0.0, 0.0], [0.0, 0.0, 0.0]]}